[1]
21
Properties=species:S:1:pos:R:3 method="wB97M-V/def2-TZVPD" total_energy_ev=-14024.36792 total_charge=0 relative_energy_ev=9.911 mol_weight_g_mol=145.16 homo_energy_ev=-9.0 homo_lumo_gap_ev=9.3909
C 0.13 1.23 0.13
C -0.73 0.48 1.23
C -1.76 -0.46 0.58
C -1.28 -0.94 -0.76
C 0.83 -0.03 -0.70
C 2.32 0.09 -0.19
H -0.52 2.94 -0.74
H 1.36 1.60 0.76
H -0.03 0.04 1.65
H -1.04 1.21 1.93
H -2.33 -1.38 1.20
H -2.72 0.14 0.48
H -2.15 -2.14 -0.90
H -1.95 -0.48 -1.73
H 0.33 -2.01 -1.44
H 1.06 0.25 -1.54
H 3.47 -1.05 1.14
N 0.11 -1.18 -0.57
O -0.75 1.91 -0.72
O 2.55 -1.12 0.43
O 3.08 0.89 -0.23

***

[2]
82
Properties=species:S:1:pos:R:3 method="wB97M-V/def2-TZVPD" smiles="CCN(CC)C(=O)[C@@H]1CCCN(C(=O)Nc2ccc(NC(=O)N3CCC[C@H](C(=O)N(CC)CC)C3)cc2)C1" total_energy_ev=-46884.19942 total_charge=0 relative_energy_ev=0.000 mol_weight_g_mol=528.70 homo_energy_ev=-7.6 homo_lumo_gap_ev=8.2688
C 1.87 4.46 3.95
H 1.29 5.26 3.51
H 2.92 4.66 3.78
H 1.62 3.53 3.46
C 1.59 4.38 5.45
N 2.38 3.37 6.11
C 2.05 2.07 6.25
O 2.79 1.27 6.81
C 0.69 1.62 5.73
H 0.36 2.21 4.87
C -0.35 1.70 6.86
C -1.68 1.12 6.39
H -2.40 1.11 7.22
H -2.10 1.73 5.59
C -1.49 -0.30 5.87
N -0.50 -0.31 4.81
C -0.98 -0.21 3.52
O -2.16 -0.35 3.27
N -0.02 0.03 2.56
C -0.19 0.11 1.17
C -1.43 0.04 0.54
C -1.51 0.14 -0.83
C -0.37 0.33 -1.61
C 0.87 0.40 -0.98
C 0.95 0.30 0.39
H 1.92 0.36 0.87
H 1.76 0.55 -1.57
N -0.53 0.38 -3.00
C 0.42 0.65 -3.95
O 1.55 1.02 -3.70
N -0.03 0.54 -5.25
C -1.06 -0.40 -5.66
H -1.48 -0.06 -6.61
C -0.44 -1.79 -5.87
C -1.55 -2.73 -6.30
O -2.18 -2.50 -7.33
N -1.85 -3.80 -5.52
C -1.17 -4.18 -4.30
H -0.09 -4.06 -4.42
C -1.66 -3.42 -3.08
H -2.74 -3.50 -2.98
H -1.40 -2.36 -3.14
H -1.20 -3.82 -2.18
H -1.35 -5.25 -4.15
C -2.97 -4.64 -5.92
C -2.50 -5.85 -6.72
H -1.82 -6.46 -6.14
H -3.36 -6.46 -7.00
H -2.00 -5.52 -7.63
H -3.63 -4.03 -6.54
H -3.51 -4.95 -5.03
H 0.03 -2.10 -4.94
C 0.63 -1.69 -6.97
C 1.66 -0.62 -6.60
C 0.97 0.71 -6.29
H 0.47 1.10 -7.18
H 1.70 1.44 -5.94
H 2.22 -0.94 -5.72
H 2.36 -0.49 -7.42
H 0.13 -1.43 -7.90
H 1.12 -2.66 -7.10
H -1.88 -0.45 -4.95
H -1.49 0.34 -3.30
H -2.48 0.08 -1.31
H -2.32 -0.11 1.13
H 0.94 0.06 2.85
C 0.78 0.15 5.29
H 1.58 0.02 4.55
H 1.06 -0.46 6.15
H -2.42 -0.69 5.46
H -1.15 -0.96 6.67
H 0.02 1.14 7.71
H -0.48 2.74 7.17
C 3.67 3.80 6.63
C 3.55 4.36 8.04
H 4.53 4.67 8.40
H 3.17 3.59 8.71
H 2.88 5.22 8.06
H 4.09 4.54 5.95
H 4.33 2.92 6.64
H 1.83 5.34 5.92
H 0.52 4.20 5.62

***

[3]
41
Properties=species:S:1:pos:R:3 method="wB97M-V/def2-TZVPD" spin_multiplicity=4 total_energy_ev=-50694.82066 total_charge=-2 mol_weight_g_mol=428.60 homo_energy_ev="2.5 / 2.5" homo_lumo_gap_ev="2.3249 / 2.3337"
Er 0.16 -0.53 1.79
C 2.35 0.45 2.76
C 2.82 -0.38 1.68
C 2.41 0.22 0.45
H 3.43 -1.28 1.79
C 1.72 1.43 0.76
C 1.67 1.57 2.18
H 1.24 2.40 2.74
H 2.55 0.31 3.83
H 2.69 -0.11 -0.55
H 1.36 2.13 0.00
C -2.36 0.17 1.96
C -1.58 1.31 2.35
C -1.08 1.92 1.15
H -1.45 1.69 3.36
C -1.45 1.11 0.05
C -2.26 0.04 0.53
H -2.78 -0.69 -0.09
H -2.98 -0.43 2.62
H -0.55 2.86 1.09
H -1.19 1.29 -1.00
O 0.41 -1.85 0.16
C -0.40 0.04 -3.34
C 0.25 -1.10 -2.73
C 0.40 1.24 -3.60
C -1.83 0.00 -3.68
C 0.25 -2.23 -1.10
H 1.34 -1.01 -2.69
H -0.04 -2.03 -3.27
H -0.67 -2.81 -1.28
H 1.12 -2.83 -1.41
H 0.32 1.55 -4.64
H 1.46 1.06 -3.37
H 0.02 2.08 -3.01
H -1.99 -0.16 -4.75
H -2.28 0.97 -3.45
H -2.34 -0.80 -3.14
O -0.33 -2.48 2.86
C -0.19 -1.91 4.01
O 0.05 -0.66 4.11
H -0.24 -2.56 4.89